No. 1
Formula: C8H14O2Si
Source: OMol25
Level of theory: wB97M-V/def2-TZVPD

Output
HOMO   -10.008 eV
HOMO-LUMO gap   10.74 eV
SMILES   C[C@H]1[C@H]([Si](C)(C)C)[C@]12OC2=O
2S+1   1
LUMO   0.737 eV

Element x y z (Å)
C 1.351 -0.216 2.721
C 0.725 0.487 1.567
C -0.081 -0.354 0.581
Si 0.095 -0.184 -1.357
C 1.689 -1.100 -1.557
C 0.019 1.609 -1.920
C -1.606 -1.043 -1.900
C -0.738 0.584 1.405
O -1.672 1.648 0.963
C -1.922 0.925 2.129
O -2.656 0.993 3.048
H 2.344 -0.767 2.533
H 0.620 -0.968 3.154
H 1.564 0.446 3.561
H 1.280 1.249 0.964
H -0.308 -1.400 0.782
H 2.181 -0.902 -2.544
H 2.304 -0.913 -0.712
H 1.407 -2.125 -1.460
H -0.102 1.694 -3.006
H -1.002 1.775 -1.493
H 0.708 2.376 -1.480
H -2.440 -0.663 -1.339
H -2.039 -1.104 -2.941
H -1.720 -2.047 -1.697

No. 2
Formula: C8H14O3
Source: OMol25
Level of theory: wB97M-V/def2-TZVPD

Output
HOMO   -8.873 eV
HOMO-LUMO gap   9.38 eV
SMILES   CC[C@H](C)[C@@]1(O)C(=O)[C@@]1(C)O
2S+1   1
LUMO   0.510 eV

Element x y z (Å)
C 0.098 -1.683 -1.060
C -1.069 -0.714 -1.092
C -1.175 0.169 0.129
C -2.194 1.343 -0.071
C 0.194 0.863 0.435
O 0.609 1.549 -0.695
C 0.261 1.337 1.768
O -0.184 2.063 2.564
C 1.350 0.317 1.462
C 2.783 0.672 1.070
O 1.259 -1.020 1.976
H 0.057 -2.368 -0.264
H 1.073 -1.135 -1.096
H 0.163 -2.282 -1.920
H -0.852 -0.073 -1.903
H -2.091 -1.204 -1.269
H -1.618 -0.430 0.927
H -3.141 1.010 0.012
H -1.943 1.807 -0.991
H -2.087 2.174 0.636
H -0.003 2.112 -1.076
H 3.556 0.205 1.669
H 2.996 1.773 1.216
H 2.965 0.434 0.035
H 0.300 -1.062 2.089

No. 3
Formula: C8H14S
Source: OMol25
Level of theory: wB97M-V/def2-TZVPD

Output
HOMO   -8.588 eV
HOMO-LUMO gap   9.47 eV
SMILES   C[C@@H]1C=C[C@@](C)(S)[C@H]1C
2S+1   1
LUMO   0.882 eV

Element x y z (Å)
C 1.112 -2.295 0.265
C 1.047 -0.790 -0.033
C 1.281 -0.174 1.291
C 0.373 0.785 1.571
C -0.659 1.138 0.475
C -2.083 0.821 0.818
S -0.551 2.846 -0.291
C -0.109 -0.182 -0.769
C 0.358 0.311 -2.065
H 0.914 -2.593 1.295
H 2.149 -2.741 0.131
H 0.448 -2.926 -0.397
H 2.031 -0.594 -0.713
H 2.173 -0.317 1.961
H 0.345 1.430 2.412
H -2.683 0.471 -0.080
H -2.627 1.636 1.226
H -2.059 0.053 1.489
H -1.837 2.690 -0.661
H -1.076 -0.850 -0.675
H 0.679 -0.455 -2.755
H 1.202 0.921 -1.972
H -0.429 0.816 -2.522

No. 4
Formula: C8H15BN2O5
Source: OMol25
Level of theory: wB97M-V/def2-TZVPD

Output
HOMO   -9.099 eV
HOMO-LUMO gap   9.49 eV
SMILES   N[C@@H](CC(=O)O)C(=O)N1CCC[C@H]1B(O)O
2S+1   1
LUMO   0.392 eV

Element x y z (Å)
N -2.001 -1.247 -1.463
C -0.708 -0.711 -1.044
C 0.216 -1.039 -2.210
C 0.352 -2.538 -2.220
O 0.244 -3.127 -1.133
O 0.564 -3.121 -3.369
C -0.761 0.824 -0.809
O -1.604 1.525 -1.346
N 0.118 1.396 0.071
C -0.135 2.779 0.511
C 0.053 2.921 2.034
C 0.749 1.600 2.515
C 0.945 0.725 1.282
B 0.511 -0.745 1.451
O -0.595 -1.122 2.197
O 1.558 -1.544 0.865
H -1.948 -2.102 -1.975
H -2.596 -0.658 -1.975
H -0.439 -1.252 -0.118
H -0.214 -0.705 -3.136
H 1.220 -0.503 -2.092
H 0.522 -4.094 -3.359
H -1.150 3.129 0.203
H 0.560 3.545 0.167
H -0.879 3.146 2.599
H 0.814 3.678 2.201
H 0.302 1.093 3.376
H 1.744 1.735 2.929
H 1.956 0.819 0.917
H -0.532 -2.055 2.398
H 1.133 -2.353 0.533

No. 5
Formula: C8H15ClFNO4S
Source: OMol25
Level of theory: wB97M-V/def2-TZVPD

Output
HOMO   -10.442 eV
HOMO-LUMO gap   10.98 eV
SMILES   CC[C@@H](Cl)N(CCCOC(C)=O)S(=O)(=O)F
2S+1   1
LUMO   0.540 eV

Element x y z (Å)
C -0.410 -0.656 3.047
C 0.658 -1.302 2.159
C 0.503 -1.053 0.666
Cl 1.694 -2.156 -0.163
N -0.797 -1.260 0.054
C -1.776 -0.162 0.064
C -1.182 1.206 -0.215
C -0.574 1.372 -1.595
O 0.858 1.253 -1.496
C 1.530 1.889 -2.477
C 2.906 2.361 -2.121
O 1.065 2.082 -3.593
S -1.480 -2.737 0.153
O -0.721 -3.669 0.896
O -2.846 -2.580 0.510
F -1.466 -3.164 -1.328
H -0.354 -1.117 4.027
H -1.425 -0.809 2.704
H -0.175 0.393 3.207
H 1.617 -0.873 2.437
H 0.748 -2.351 2.403
H 0.908 -0.084 0.429
H -2.383 -0.102 0.960
H -2.494 -0.365 -0.725
H -0.429 1.454 0.529
H -1.984 1.927 -0.102
H -0.958 0.667 -2.326
H -0.810 2.366 -1.958
H 3.648 1.723 -2.586
H 3.049 3.360 -2.511
H 3.078 2.383 -1.051

No. 6
Formula: C8H15ClN2
Source: OMol25
Level of theory: wB97M-V/def2-TZVPD

Output
HOMO   -17.550 eV
HOMO-LUMO gap   8.41 eV
2S+1   1
Net charge   +2
LUMO   -9.137 eV

Element x y z (Å)
C -0.657 -0.171 -0.553
C 1.614 -0.532 -0.152
C -0.842 -0.130 0.765
C -1.120 -0.104 -1.835
C 2.205 -0.726 -2.586
C 3.653 -0.659 -0.680
C -2.740 -0.468 2.444
C -1.825 1.810 1.939
N 2.283 -0.628 -1.162
N -2.189 0.507 1.353
Cl -0.836 1.149 -2.915
H -0.150 -0.304 1.663
H -1.458 -0.996 -2.347
H 1.302 -1.155 -2.979
H 3.021 -1.239 -3.038
H 2.153 0.316 -3.052
H 4.192 -1.529 -0.935
H 3.674 -0.367 0.414
H 4.182 0.191 -1.197
H -2.759 -1.424 1.906
H -1.921 -0.594 3.212
H -3.509 -0.011 2.955
H -0.969 1.879 2.612
H -1.739 2.529 1.217
H -2.776 2.109 2.402
H -2.789 0.545 0.549

No. 7
Formula: C8H15ClO3S
Source: OMol25
Level of theory: wB97M-V/def2-TZVPD

Output
HOMO   -10.796 eV
HOMO-LUMO gap   11.43 eV
SMILES   C[C@@H]1OS(=O)(=O)CC[C@H]1CCCCl
2S+1   1
LUMO   0.633 eV

Element x y z (Å)
C 0.201 -0.888 2.318
C -0.167 0.026 1.170
O -1.521 0.476 1.506
S -2.243 1.387 0.430
O -3.509 1.724 0.991
O -1.334 2.408 0.001
C -2.453 0.192 -0.881
C -1.569 -1.034 -0.642
C -0.138 -0.676 -0.212
C 0.598 0.098 -1.317
C 2.119 -0.069 -1.346
C 2.894 0.433 -0.143
Cl 2.715 2.201 0.079
H -0.379 -1.812 2.266
H 1.264 -1.129 2.290
H -0.024 -0.400 3.265
H 0.455 0.921 1.161
H -3.510 -0.071 -0.865
H -2.213 0.711 -1.808
H -1.522 -1.613 -1.567
H -2.036 -1.665 0.116
H 0.385 -1.631 -0.078
H 0.235 -0.281 -2.279
H 0.343 1.159 -1.282
H 2.505 0.448 -2.228
H 2.369 -1.130 -1.471
H 3.958 0.245 -0.266
H 2.577 -0.032 0.787

No. 8
Formula: C8H15F
Source: OMol25
Level of theory: wB97M-V/def2-TZVPD

Output
HOMO (spin up / spin down)   -7.820 / -7.866 eV
HOMO-LUMO gap (spin up / spin down)   8.55 / 8.56 eV
2S+1   1
LUMO (spin up / spin down)   0.730 / 0.693 eV

Element x y z (Å)
C 2.466 0.465 -1.143
C 1.277 0.912 -1.155
C 0.528 1.893 -1.860
C -0.707 0.788 1.657
C 0.140 -1.447 2.083
C -1.547 -0.995 -1.242
C -0.782 -0.662 1.207
C -0.376 -0.932 -0.271
F 0.508 -1.983 -0.437
H 2.734 -0.440 -0.531
H 3.249 1.131 -1.479
H -0.276 1.510 -2.515
H -0.108 2.395 -1.070
H 1.176 2.564 -2.418
H -1.196 1.298 0.854
H -1.284 1.071 2.559
H 0.238 1.238 1.784
H 0.100 -1.146 3.173
H 0.025 -2.537 2.056
H 1.197 -1.057 1.842
H -1.244 -1.467 -2.223
H -2.305 -1.680 -0.977
H -2.025 -0.046 -1.285
H -1.789 -0.873 1.390

No. 9
Formula: C8H15F2O4P
Source: OMol25
Level of theory: wB97M-V/def2-TZVPD

Output
HOMO (spin up / spin down)   -8.911 / -7.166 eV
HOMO-LUMO gap (spin up / spin down)   8.84 / 6.21 eV
2S+1   1
LUMO (spin up / spin down)   -0.070 / -0.959 eV

Element x y z (Å)
C -1.480 0.846 -3.153
C -1.447 1.474 -1.949
C 0.317 1.208 3.330
C 2.089 -3.006 -1.191
C 0.715 1.430 1.968
C 2.155 -1.531 -0.631
C -2.415 1.654 -0.960
C -1.585 -0.889 -0.066
O 0.742 -1.275 1.682
O -2.211 2.353 0.117
O -0.086 0.916 0.916
O 0.942 -0.801 -0.752
F -2.369 -1.094 1.089
F -1.817 -1.911 -0.886
P 0.073 -0.668 0.527
H -0.738 0.958 -3.932
H -2.423 0.365 -3.386
H -0.513 2.121 -1.705
H 0.624 2.035 4.023
H -0.788 1.142 3.369
H 0.742 0.161 3.528
H 1.772 -3.652 -0.438
H 1.453 -3.157 -2.021
H 3.074 -3.372 -1.474
H 1.716 1.101 1.737
H 0.699 2.566 1.781
H 2.915 -1.007 -1.169
H 2.455 -1.614 0.386
H -3.363 1.311 -1.052
H -1.249 2.336 0.311

No. 10
Formula: C8H15IN
Source: OMol25
Level of theory: wB97M-V/def2-TZVPD

Output
HOMO (spin up / spin down)   -12.321 / -12.057 eV
HOMO-LUMO gap (spin up / spin down)   7.80 / 7.26 eV
2S+1   1
Net charge   +1
LUMO (spin up / spin down)   -4.519 / -4.792 eV

Element x y z (Å)
C -1.692 0.641 -0.432
C 1.705 0.229 -0.728
C 0.170 1.487 0.479
C 0.465 -0.618 -0.462
C -0.124 2.983 0.451
C -0.129 -1.363 -1.703
C -0.638 -2.103 1.306
C 0.732 -1.512 0.764
N -0.478 0.473 -0.152
I 3.607 0.077 0.075
H -2.373 0.017 -0.949
H -2.191 1.705 -0.082
H 1.592 0.837 -1.591
H 0.619 1.121 1.318
H -0.681 3.285 1.373
H -0.775 3.246 -0.364
H 0.807 3.523 0.464
H -0.124 -0.463 -2.434
H -1.140 -1.704 -1.455
H 0.481 -2.247 -2.005
H -0.626 -1.717 2.304
H -0.531 -3.147 1.087
H -1.328 -1.485 0.774
H 1.393 -2.234 0.487
H 1.258 -1.031 1.476

no.,E_tot (eV)
1,-20493.29192
2,-14662.24926
3,-19355.80214
4,-22435.46137
5,-44294.32332
6,-24018.42998
7,-38039.67508
8,-11251.81881
9,-31450.00718
10,-18118.39786